Computed, not measured: a cluster of 8 separate species, C30H75N5O11S in total in a non-equilibrium geometry, with ωB97M-V/def2-TZVPD.

Last columns: bonded neighbours and bond lengths (Å).
Positions of all 122 atoms, in Å:
1 O 0.878 0.029 0.852  H2 0.960, H3 0.960, H4 0.960
2 H 1.539 -0.600 1.149  O1 0.960
3 H 0.562 0.474 1.641  O1 0.960
4 H 1.324 0.780 0.454  O1 0.960
5 O 1.863 3.052 -0.123  H6 0.977
6 H 1.310 3.857 -0.156  O5 0.977
7 S 3.727 -2.013 3.282  O8 1.434, O9 1.470, O10 1.459, O11 1.444
8 O 3.445 -0.666 3.685  S7 1.434
9 O 5.186 -2.198 3.280  S7 1.470
10 O 3.191 -3.040 4.170  S7 1.459
11 O 3.182 -2.249 1.967  S7 1.444
12 C -2.592 1.009 4.997  C13 1.539, H18 1.090, H19 1.090, H20 1.090
13 C -1.258 0.363 5.410  C12 1.539, C14 1.603, N17 1.487, H21 1.090
14 C -1.325 -1.197 5.776  C13 1.603, O15 1.425, H22 1.090, H23 1.090
15 O -2.215 -1.256 6.888  C14 1.425, C16 1.398
16 C -2.782 -2.507 7.149  O15 1.398, H24 1.090, H25 1.090, H26 1.090
17 N -0.289 0.788 4.365  C13 1.487, H27 1.010, H28 1.010
18 H -3.409 0.956 5.717  C12 1.090
19 H -2.951 0.474 4.118  C12 1.090
20 H -2.567 2.035 4.630  C12 1.090
21 H -0.973 0.969 6.270  C13 1.090
22 H -0.337 -1.532 6.093  C14 1.090
23 H -1.798 -1.746 4.962  C14 1.090
24 H -1.910 -3.123 7.371  C16 1.090
25 H -3.373 -3.013 6.386  C16 1.090
26 H -3.294 -2.422 8.107  C16 1.090
27 H -0.093 1.778 4.397  N17 1.010
28 H 0.634 0.385 4.439  N17 1.010
29 C -0.605 -6.789 2.681  C30 1.492, H35 1.090, H36 1.090, H37 1.090
30 C 0.158 -6.280 1.504  C29 1.492, C31 1.492, N34 1.441, H38 1.090
31 C -0.366 -5.033 0.873  C30 1.492, O32 1.473, H39 1.090, H40 1.090
32 O -1.577 -5.517 0.186  C31 1.473, C33 1.444
33 C -2.637 -4.573 -0.078  O32 1.444, H41 1.090, H42 1.090, H43 1.090
34 N 1.514 -6.010 1.914  C30 1.441, H44 1.010, H45 1.010
35 H -0.782 -6.084 3.493  C29 1.090
36 H -0.095 -7.656 3.099  C29 1.090
37 H -1.596 -7.105 2.353  C29 1.090
38 H 0.248 -6.968 0.664  C30 1.090
39 H 0.289 -4.505 0.180  C31 1.090
40 H -0.591 -4.292 1.639  C31 1.090
41 H -3.206 -5.103 -0.842  C33 1.090
42 H -2.249 -3.729 -0.648  C33 1.090
43 H -3.206 -4.284 0.805  C33 1.090
44 H 1.513 -5.416 2.730  N34 1.010
45 H 1.923 -5.449 1.180  N34 1.010
46 C -0.018 6.418 5.209  C47 1.595, H52 1.090, H53 1.090, H54 1.090
47 C -0.128 5.932 3.694  C46 1.595, C48 1.534, N51 1.499, H55 1.090
48 C -0.303 7.182 2.822  C47 1.534, O49 1.441, H56 1.090, H57 1.090
49 O -1.692 7.568 2.819  C48 1.441, C50 1.404
50 C -1.988 8.585 1.897  O49 1.404, H58 1.090, H59 1.090, H60 1.090
51 N 1.114 5.178 3.323  C47 1.499, H61 1.010, H62 1.010
52 H -0.142 5.604 5.924  C46 1.090
53 H -0.821 7.096 5.498  C46 1.090
54 H 0.924 6.844 5.554  C46 1.090
55 H -0.996 5.285 3.564  C47 1.090
56 H 0.066 7.055 1.805  C48 1.090
57 H 0.395 7.948 3.160  C48 1.090
58 H -1.429 9.434 2.290  C50 1.090
59 H -3.039 8.826 2.055  C50 1.090
60 H -1.668 8.289 0.898  C50 1.090
61 H 1.030 4.764 2.405  N51 1.010
62 H 1.872 5.837 3.221  N51 1.010
63 C -2.904 3.754 -0.214  C64 1.576, H74 1.090, H75 1.090, H76 1.090
64 C -3.782 2.930 -1.231  C63 1.576, C65 1.597, N69 1.506, C73 1.577
65 C -5.005 3.772 -1.818  C64 1.597, C66 1.518, H77 1.090, H78 1.090
66 C -5.663 3.108 -3.014  C65 1.518, C67 1.544, H79 1.090, H80 1.090
67 C -4.612 2.904 -4.127  C66 1.544, C68 1.509, H81 1.090, H82 1.090
68 C -3.431 2.094 -3.650  C67 1.509, N69 1.540, C71 1.559, C72 1.566
69 N -2.831 2.729 -2.382  C64 1.506, C68 1.540, O70 1.411
70 O -1.677 1.985 -2.058  N69 1.411, H92 0.960
71 C -3.874 0.601 -3.569  C68 1.559, H83 1.090, H84 1.090, H85 1.090
72 C -2.372 2.258 -4.792  C68 1.566, H86 1.090, H87 1.090, H88 1.090
73 C -4.262 1.604 -0.525  C64 1.577, H89 1.090, H90 1.090, H91 1.090
74 H -3.590 4.272 0.456  C63 1.090
75 H -2.387 4.552 -0.747  C63 1.090
76 H -2.221 3.053 0.267  C63 1.090
77 H -5.780 4.017 -1.091  C65 1.090
78 H -4.627 4.786 -1.951  C65 1.090
79 H -6.496 3.723 -3.355  C66 1.090
80 H -6.055 2.130 -2.736  C66 1.090
81 H -4.361 3.853 -4.601  C67 1.090
82 H -4.969 2.398 -5.024  C67 1.090
83 H -4.077 0.120 -4.525  C71 1.090
84 H -3.174 -0.019 -3.009  C71 1.090
85 H -4.860 0.484 -3.120  C71 1.090
86 H -1.390 1.816 -4.627  C72 1.090
87 H -2.778 1.916 -5.744  C72 1.090
88 H -2.200 3.301 -5.056  C72 1.090
89 H -3.448 0.882 -0.458  C73 1.090
90 H -4.994 1.018 -1.079  C73 1.090
91 H -4.782 1.902 0.385  C73 1.090
92 H -1.038 2.696 -1.970  O70 0.960
93 C 5.040 -4.612 -2.009  C94 1.520, H104 1.090, H105 1.090, H106 1.090
94 C 5.112 -3.839 -3.316  C93 1.520, C95 1.524, N99 1.523, C103 1.492
95 C 4.361 -4.673 -4.348  C94 1.524, C96 1.562, H107 1.090, H108 1.090
96 C 4.044 -3.996 -5.719  C95 1.562, C97 1.599, H109 1.090, H110 1.090
97 C 3.245 -2.675 -5.303  C96 1.599, C98 1.587, H111 1.090, H112 1.090
98 C 3.995 -1.734 -4.268  C97 1.587, N99 1.464, C101 1.572, C102 1.533
99 N 4.350 -2.538 -3.097  C94 1.523, C98 1.464, O100 1.378
100 O 4.799 -1.836 -1.999  N99 1.378, H122 0.960
101 C 5.188 -1.011 -4.992  C98 1.572, H113 1.090, H114 1.090, H115 1.090
102 C 2.881 -0.737 -3.926  C98 1.533, H116 1.090, H117 1.090, H118 1.090
103 C 6.557 -3.691 -3.656  C94 1.492, H119 1.090, H120 1.090, H121 1.090
104 H 5.633 -5.502 -2.222  C93 1.090
105 H 4.052 -4.936 -1.683  C93 1.090
106 H 5.638 -4.151 -1.223  C93 1.090
107 H 4.772 -5.653 -4.592  C95 1.090
108 H 3.366 -4.950 -3.999  C95 1.090
109 H 3.340 -4.552 -6.338  C96 1.090
110 H 4.983 -3.766 -6.222  C96 1.090
111 H 2.360 -3.131 -4.861  C97 1.090
112 H 2.961 -2.208 -6.246  C97 1.090
113 H 5.704 -0.306 -4.340  C101 1.090
114 H 5.942 -1.667 -5.428  C101 1.090
115 H 4.758 -0.345 -5.740  C101 1.090
116 H 3.176 0.123 -3.325  C102 1.090
117 H 2.514 -0.357 -4.880  C102 1.090
118 H 2.069 -1.288 -3.452  C102 1.090
119 H 7.066 -2.950 -3.040  C103 1.090
120 H 6.746 -3.303 -4.657  C103 1.090
121 H 7.092 -4.640 -3.656  C103 1.090
122 H 4.307 -2.153 -1.238  O100 0.960

Computed properties:
* calculated total energy: -73125.7029 eV
* charge: -2
* max |F|: 4.88 eV/Å